Density functional theory data (ωB97M-V/def2-TZVPD) for a structure of composition C33H37BF3NO2S.

Structure (XYZ):
```
78
Properties=species:S:1:pos:R:3:forces:R:3:mulliken_charge:R:1
H 0.782209 2.350521 4.369450 0.2 0.4 -0.4 0.41
C -4.459792 1.842801 -0.400680 1.2 0.4 -1.4 0.78
H -1.442568 -3.701401 0.563241 0.0 0.4 -0.3 0.26
C 3.704656 2.200873 -2.927906 -0.1 0.1 0.0 -0.63
H -6.402977 1.193958 0.149400 0.0 0.2 0.0 0.29
H -1.990561 -1.353152 1.191749 0.0 -0.2 -0.6 0.25
H 0.951857 4.099004 4.045605 0.1 -0.2 -0.1 0.43
C 0.135228 3.633447 1.042908 0.1 -0.4 -0.6 1.99
H 1.173115 5.534309 1.355600 0.0 0.2 0.2 0.43
H 2.731782 -4.225259 -0.251015 0.1 0.2 0.2 0.45
C 2.807726 1.179622 -3.260641 0.3 -0.2 0.4 -1.34
H 1.615271 -0.481033 -2.479679 0.1 0.4 -0.1 0.46
C -1.183593 4.164300 0.482192 -0.4 0.1 0.1 -1.49
H -0.444718 -0.021038 -2.576276 -0.4 -0.2 -0.3 0.94
H -4.284207 2.877553 -2.280447 0.3 -0.1 0.0 0.34
C 3.320411 1.802647 -0.602789 -0.3 -0.2 -0.3 -0.49
H 1.514774 4.773244 -0.198494 -0.3 -0.2 0.2 0.33
H -5.993713 2.844140 0.697837 -0.2 -0.1 0.0 0.27
H 2.666890 -1.925300 -1.100952 -0.2 0.1 0.1 0.45
H 2.533972 0.998634 -4.303619 0.3 -0.1 0.3 0.43
C -2.537899 1.579958 -1.715543 0.2 -1.2 0.8 -0.19
H 3.502275 2.025983 0.456174 0.0 0.0 -0.5 0.37
C 1.032734 3.099798 3.594997 -0.2 0.3 -0.2 -1.80
O 0.061462 1.478415 2.163156 1.3 0.5 0.2 -0.40
C -5.875073 2.117469 -0.109249 -0.5 0.3 0.3 -1.30
H 2.229111 4.123544 1.266851 0.0 0.0 0.0 0.29
H -2.204766 2.817041 2.477161 0.3 0.2 0.2 0.22
C 3.999768 2.495227 -1.587577 -0.2 -0.3 0.0 -0.76
C -0.664318 -2.167918 -2.399074 0.4 -0.5 0.0 -0.86
C -1.553818 -0.604501 -0.826126 1.7 -1.0 0.5 0.81
C 2.218933 -2.134904 -0.135432 -0.4 0.1 -0.1 -0.10
H 0.631883 -0.656600 2.452989 0.1 -0.4 0.0 0.31
C 2.316703 -3.427351 0.365390 0.0 0.1 0.3 -1.22
C 2.230205 0.387279 -2.249024 -0.1 0.9 0.0 0.11
H -1.148929 4.383081 -0.593565 0.5 -0.2 0.3 0.42
C -1.367518 3.093485 3.128288 -0.6 0.0 0.3 -1.73
C 1.242976 -2.727241 2.428506 0.1 0.2 -0.1 -1.40
H 2.159013 0.790886 1.122574 0.9 -0.9 -0.3 0.18
H -6.322634 2.528727 -1.015051 -0.1 0.0 0.1 0.39
C -1.395929 -2.902906 -0.183212 0.5 -1.0 -0.4 -0.85
H 0.838782 -2.921456 3.425838 0.4 -0.1 -0.4 0.44
H -1.845517 1.764624 -2.533291 -0.3 -0.2 0.0 0.44
C -0.527887 -4.767513 -3.319827 0.0 0.3 0.1 -1.04
H -1.973323 3.411919 0.610081 0.2 0.2 -0.1 -0.07
H -0.787268 -6.561017 -1.446556 0.0 0.2 0.0 0.28
H -1.776364 -5.571903 -0.353203 0.1 -0.1 -0.3 0.32
B 0.807530 1.469217 1.009304 -3.6 -1.4 -3.4 1.03
C -0.021460 2.911246 2.477934 -0.2 -0.3 0.4 0.95
H -0.501773 -5.837639 -3.540461 0.0 0.2 0.2 0.29
C 2.094363 -5.074892 2.215492 -0.3 -0.8 0.0 0.73
O 0.487931 2.527950 0.178065 1.0 0.3 1.1 -0.26
C -2.310862 0.582665 -0.751911 -1.4 3.1 0.1 0.54
C 1.320590 4.575913 0.864380 -0.1 0.4 0.4 -1.74
S -3.502173 0.771205 0.547901 0.1 -0.4 -1.1 -0.28
C 1.109667 -1.460940 1.891066 -0.4 0.2 -0.2 -1.11
C -0.850335 -5.591400 -0.946836 0.0 0.0 0.2 -0.94
C 1.572280 -1.137063 0.605944 0.5 -0.2 0.7 1.37
H 4.722760 3.258739 -1.273177 -0.3 -0.3 -0.5 0.40
H 0.438578 -4.321110 -3.604120 -0.1 -0.3 0.0 0.31
H -0.025117 -5.530195 -0.219220 -0.2 0.1 -0.3 0.29
C 1.544751 0.308727 0.239014 1.5 0.6 1.4 1.14
C -3.793997 2.229905 -1.558582 -0.4 -0.4 1.4 -1.08
H -1.299664 -4.290412 -3.947354 0.2 -0.2 0.1 0.35
H -1.406945 2.423793 3.993091 0.0 0.1 -0.1 0.46
C -1.667008 -1.607304 0.170994 -0.1 0.6 -0.9 -0.89
C 2.365648 0.807789 -0.926221 0.4 0.1 0.5 -0.25
H -1.480310 4.117131 3.502599 -0.1 -0.1 -0.2 0.39
H -0.236094 -2.384435 -3.377309 0.0 0.1 0.4 0.22
C -0.804093 -0.866753 -1.997978 -1.3 0.1 0.9 -0.82
H -1.516768 5.086438 0.965580 0.1 -0.1 0.2 0.39
F 3.318081 -5.589772 1.904010 -0.8 0.3 0.3 -0.28
C -1.017472 -3.225296 -1.523835 0.5 0.6 0.7 0.79
H 4.179999 2.788299 -3.706970 -0.1 -0.1 0.0 0.37
H 2.069068 2.924380 3.277156 -0.2 0.1 -0.1 0.25
N -0.817700 -4.513670 -1.918956 -0.2 -0.9 -0.3 0.21
F 1.163011 -5.944396 1.679880 0.7 0.3 0.5 -0.27
F 1.950939 -5.151039 3.567474 0.2 0.1 -1.0 -0.28
C 1.888206 -3.699075 1.662286 -0.1 -0.2 0.2 0.30
```
Forces are in eV/Å.

energy above the lowest of the compared OMol25 structures with the same formula, charge and spin	3.16	kJ/mol
HOMO energy	-6.459	eV
total charge	0
gap between HOMO and LUMO	6.93	eV

---

Density functional theory data (ωB97M-V/def2-TZVPD) for a structure of composition C33H37CeN5O3.

Structure (XYZ):
```
79
Properties=species:S:1:pos:R:3:forces:R:3:mulliken_charge:R:1
N -0.860496 -1.933328 3.317599 0.7 0.2 -1.9 0.42
H -2.989706 0.456853 0.773024 -1.0 -1.4 -0.9 0.71
C -2.949749 0.760615 2.927611 -2.6 -2.3 -1.2 -0.55
H -2.544975 -2.347801 2.220070 0.2 -0.8 1.0 0.30
C -2.188506 -2.606392 -2.883309 0.7 -2.1 0.4 -1.07
C 0.891971 -0.612112 2.457951 2.7 1.8 -2.0 -1.07
H -1.739570 -3.769494 3.148654 -0.6 0.2 -0.3 0.31
H 3.342097 -0.008396 1.941650 1.1 -0.7 -0.4 0.71
C -3.516731 -0.533670 -2.381296 0.7 2.0 1.1 -0.32
O 1.571549 -0.458863 1.145311 -1.3 -1.0 -0.4 0.19
H 4.864661 1.215617 -2.566591 0.4 0.0 -0.1 0.31
C -0.258998 -3.977426 -2.160786 -1.6 -0.3 -0.3 0.14
C -3.590223 0.892050 -2.331666 0.2 -1.5 -1.5 -0.73
H 3.243132 -5.810110 0.193647 -0.7 1.2 -0.6 0.38
C -1.510334 -0.410288 -3.743200 0.9 1.2 -0.8 -0.55
C 0.079301 4.543745 -2.346604 -1.9 1.8 -0.4 -0.87
C 1.476582 -5.401717 -1.089517 0.4 2.8 0.3 -0.88
H -1.118793 1.611373 -4.625241 -0.6 -1.2 1.2 0.36
H -2.956461 -3.186012 -2.245742 1.1 1.1 -1.0 0.33
H -2.875971 1.394439 4.878182 0.6 0.4 -0.1 0.45
O -0.469412 -1.947845 1.050768 -0.8 -0.1 0.3 -0.50
H -4.437392 1.399526 -1.912285 -0.1 0.1 0.5 0.52
H 1.658096 -1.064185 3.070705 0.0 -0.2 0.7 0.90
N -0.791938 -2.800700 -2.322268 -1.0 0.4 0.1 0.01
C 5.435381 1.111564 0.165336 -1.8 0.7 2.5 -0.78
H 3.339953 -2.979516 0.267838 -0.1 -1.0 0.0 0.45
H -1.171767 -1.983907 5.377524 1.0 0.6 -1.1 0.31
C -0.245565 -1.548170 2.215213 0.6 0.5 1.3 0.08
C 2.640921 -3.682749 -0.211585 1.6 1.4 0.3 -0.10
C -0.935318 3.055149 -0.830802 -0.8 -0.7 2.5 1.10
C 5.047593 0.262670 -2.075350 1.5 -0.3 0.8 -1.03
H -2.759015 2.687986 -3.230928 -0.2 -0.7 0.2 0.40
H 1.046040 -6.348198 -1.276590 -0.1 -0.8 -0.3 0.53
H 6.469598 1.001965 -0.077316 0.5 -0.3 -0.1 0.31
H -2.110626 -3.093819 -3.874786 -0.6 0.3 0.3 0.48
H 0.725579 4.755970 -3.161388 0.8 0.2 -0.4 0.46
C -1.912364 5.223795 -1.045300 1.0 -0.2 -1.4 -0.89
H 4.604216 -0.525888 -2.624373 -0.8 -0.7 -0.4 0.31
H -4.190591 -1.051992 -1.722749 -0.2 -0.6 -0.3 0.44
H -2.615871 5.995066 -0.816327 -0.4 0.2 0.1 0.47
C 3.316867 0.078824 -0.423569 0.8 0.3 3.3 0.34
H 0.881195 2.613581 -1.900439 -0.6 0.5 0.3 0.31
C -1.708006 0.954245 -3.903090 0.1 1.3 0.1 -0.40
C -2.423234 -1.130787 -2.988754 -0.5 -1.1 0.3 0.47
H 0.739044 0.446808 2.767720 -0.8 -0.9 0.3 0.38
H -2.633916 -2.499088 4.062533 -0.2 -0.3 -0.7 0.42
C -2.407838 1.533915 3.896267 -1.2 -0.3 2.1 -0.62
H 5.223919 0.821917 1.245842 0.7 0.3 -1.3 0.28
C -1.909805 4.007167 -0.416943 0.5 -0.8 0.6 -0.29
C 0.932330 -4.150615 -1.490472 1.7 -1.1 0.8 -0.01
H -1.159035 3.217764 4.350712 0.0 -0.5 -0.3 0.40
O 2.514011 -0.266978 -1.266307 -1.8 -0.9 -1.7 -0.28
C 0.094281 3.362741 -1.679248 0.9 -1.5 -0.5 0.10
H 2.649162 1.320705 1.232086 -0.4 0.1 -0.5 0.55
H 0.505855 -1.983284 4.951824 1.0 -0.2 -0.2 0.34
N 1.717403 -3.096886 -0.951638 -1.9 -0.5 -1.1 0.38
H -0.787641 -4.917713 -2.425283 0.2 0.6 -0.1 0.38
H -3.814686 0.040073 3.112432 1.3 1.1 0.1 0.40
C -2.556071 0.875195 1.623017 2.6 1.8 -0.5 -0.31
H -0.240960 3.253816 2.118073 0.9 1.2 -0.4 0.68
H -0.620958 -0.845747 -4.242945 -0.9 -0.2 0.2 0.56
C -1.484260 2.489408 3.594452 0.2 1.1 1.1 -0.87
C -2.042834 -2.710582 3.157626 -1.0 -0.4 0.0 -1.00
H -0.492637 -0.493962 4.741532 0.4 0.3 0.2 0.43
N -0.273412 0.757953 -0.625912 -0.2 -1.5 0.0 0.17
C 2.586755 -5.045098 -0.307733 0.7 -3.1 1.1 -0.99
H 5.121788 2.174357 0.082664 0.5 -0.4 0.0 0.31
C -0.897314 1.710467 -0.105388 -0.1 3.1 0.2 -0.59
C 2.779789 0.239824 1.048735 0.0 1.1 0.4 -0.89
C -0.416448 -1.567246 4.624930 -2.3 0.0 2.1 -0.93
Ce 0.377915 -1.234287 -0.954404 -0.3 1.1 -0.2 0.09
H -1.176673 6.282753 -2.687901 0.4 1.1 -0.7 0.47
C -1.480331 1.753520 1.291655 -1.2 -1.3 0.6 -0.30
N 4.568939 0.333213 -0.689075 0.7 0.0 -0.9 0.17
C -0.980917 5.436587 -2.096002 -0.2 -1.1 1.3 -0.59
H 6.128441 -0.044880 -1.976588 -1.0 0.9 -0.5 0.41
C -1.042923 2.609822 2.308054 0.6 -1.2 -1.2 0.02
C -2.704839 1.590297 -3.125917 0.6 0.9 -1.0 -0.41
H -2.579258 3.796400 0.452372 0.5 0.1 -1.1 0.40
```
Forces are in eV/Å.

energy above the lowest of the compared OMol25 structures with the same formula, charge and spin	137.87	kJ/mol
HOMO energy (alpha / beta)	-13.299 / -13.303	eV
total charge	+2
gap between HOMO and LUMO (alpha / beta)	6.81 / 7.08	eV

---

Density functional theory data (ωB97M-V/def2-TZVPD) for a cluster of 11 separate species, C33H37Cl30F2NO3Si in total.

Structure (XYZ):
```
107
Properties=species:S:1:pos:R:3:forces:R:3:mulliken_charge:R:1
C 1.990307 3.799099 4.035650 0.0 0.1 0.1 -0.02
H -1.334971 0.720582 1.612171 1.1 -1.2 -1.0 0.44
Cl 3.595456 5.189665 -2.425075 0.0 0.0 0.1 -0.14
C -1.879907 -2.467977 -3.065455 -0.2 -0.6 -0.5 1.09
Cl 3.142879 -1.136644 -3.402773 0.1 0.0 0.1 -0.14
H 0.847637 1.300802 -0.491679 -2.0 -0.8 0.0 -0.34
C -2.655574 0.220855 7.313116 0.0 0.0 -0.1 0.68
Cl 1.421577 5.445773 3.727361 0.0 -0.2 0.0 -0.12
Cl 1.844172 3.146329 10.132870 0.0 -0.1 0.0 -0.12
C -5.819285 2.196689 -0.643919 2.1 -1.5 -1.3 -0.50
Cl -1.685356 -4.301859 4.684275 -0.1 0.1 0.0 -0.11
H 0.458139 3.924024 -1.820344 -1.6 -0.6 -0.7 0.03
H -2.524084 0.338467 -2.337881 -1.4 0.8 0.7 -0.01
N -1.213006 -0.264056 -5.325427 -0.9 1.0 -3.5 0.39
H -0.573496 0.364988 -3.340278 0.0 -1.5 -1.1 -1.03
H 2.498290 -0.633724 -1.196991 0.1 0.1 -0.1 -0.35
Cl -1.913272 -4.770515 0.648774 0.4 -1.3 1.2 0.09
Cl 5.189114 3.021436 -1.321387 0.4 0.5 0.1 0.06
Cl 0.270948 -6.382465 1.699206 -0.2 0.0 0.0 -0.13
H 0.044356 -2.706668 -4.219252 -0.6 1.1 1.0 0.26
H -2.685748 -1.662498 -3.024345 1.3 -0.9 0.0 -1.13
C -0.609566 0.264896 -6.536218 -2.9 0.3 -2.4 -0.30
F -0.262593 -1.898358 2.200488 -0.5 0.7 -2.5 -0.29
H -3.274707 -2.572232 4.579964 0.0 -0.2 0.1 -0.14
H -1.244297 4.372123 -2.502148 1.2 -1.4 0.5 0.34
H -2.027892 3.555081 1.593513 1.3 0.5 -0.8 0.25
Cl 8.166346 4.516798 0.492432 0.2 0.0 0.1 -0.01
C 1.863588 1.441515 10.606544 -0.1 0.0 0.0 0.03
H -0.475824 0.180337 -1.240171 0.4 1.2 0.9 -1.43
Cl 4.801019 -0.150880 -1.225025 -0.5 -0.2 -0.1 -0.04
Cl 9.754262 4.028331 2.881768 0.0 0.1 -0.1 -0.11
H -7.097038 0.571459 -1.841724 1.6 0.8 0.6 0.33
C -4.396087 2.737933 -0.284390 -0.7 -3.2 -2.7 -0.40
H 0.487676 0.550603 -6.666056 -1.8 -0.7 0.8 0.31
C -2.625580 -0.442636 -5.580229 -0.1 1.1 -3.4 -0.01
H 0.718202 -0.295783 -4.452315 -1.9 -0.2 0.5 0.28
C -2.632995 -2.590247 -0.473055 1.0 2.8 3.3 0.31
C 3.172112 -0.172894 -1.918542 0.0 0.1 0.1 0.61
Cl 0.504510 1.078708 11.679455 0.1 0.0 -0.1 -0.12
Cl 6.499447 5.293172 -2.579090 -0.1 0.0 0.1 -0.12
H -0.410395 2.755315 -3.034377 -0.2 1.4 1.3 0.16
H 9.632628 0.079109 0.676068 -0.2 0.0 0.0 0.31
H 0.210381 -1.913866 -2.528045 -0.8 0.0 -1.7 0.03
C -4.177223 -2.571594 -0.095246 -3.8 -1.4 -2.6 -0.16
Cl 11.053434 4.228857 0.286778 -0.1 0.1 0.1 -0.13
C 9.717514 4.806645 1.292974 0.0 0.0 0.0 -0.06
Cl 1.955320 2.840954 2.547538 0.2 -0.1 0.1 -0.06
H -0.084799 -7.488743 -4.987577 0.1 0.2 0.1 0.39
H -4.262655 3.617433 0.427867 -0.3 -1.4 -1.1 0.29
C -2.973343 -0.033293 -7.023190 4.0 0.2 1.9 -0.64
H -1.388716 0.847336 -8.706104 -0.5 -0.7 1.7 0.34
C -3.430000 0.839379 -1.863630 -2.4 0.9 0.9 0.00
F 0.358702 -1.829626 -0.030837 -1.9 0.4 1.7 -0.28
C -1.832073 -3.278898 -1.667604 -1.3 -0.3 -1.1 -1.48
C -0.258819 0.952523 -0.426118 0.3 -0.3 0.6 2.12
C -1.157058 3.753528 0.879519 -0.2 -0.3 -0.2 -0.47
H 0.475577 0.459726 1.623422 -1.5 -0.6 -0.8 0.13
Cl -2.931019 1.233374 5.887894 0.0 -0.1 0.1 -0.11
Cl -0.941689 0.220148 7.754120 -0.4 0.0 -0.1 -0.05
C -6.059556 0.969568 -1.590458 4.0 1.0 0.7 -0.60
O -4.480719 -2.085772 1.226376 3.7 0.8 -1.9 -0.30
Cl -1.359688 -7.399643 -0.484126 -0.1 0.1 0.3 -0.13
H -6.756642 2.697226 -0.213505 1.7 -0.8 -0.6 0.28
C -0.374558 -0.471880 -4.115905 0.9 -0.1 0.3 0.72
Cl 7.793448 -0.149154 -0.770907 0.4 0.0 0.1 -0.09
Cl -3.646953 0.774198 8.670554 0.1 -0.1 -0.1 -0.14
C 0.205271 -6.469602 -4.739246 0.1 0.1 -0.1 -0.13
C -3.282128 -1.358943 1.585536 -0.2 1.1 2.1 0.07
H -0.744516 -3.512544 -1.426164 -1.7 0.6 0.2 0.79
H 5.144639 5.276420 -0.657348 0.0 -0.1 -0.2 0.33
H 2.788023 1.246598 11.146632 -0.2 0.0 -0.1 0.33
C 5.111996 4.763637 -1.617097 0.1 -0.1 0.0 -0.10
O -3.300701 -0.564907 2.542491 0.4 -3.1 -3.6 -0.63
Si -1.326379 2.563971 -0.637117 0.2 0.3 -0.4 0.48
C -3.247685 -3.555828 5.047278 0.0 0.0 -0.2 0.52
H -2.947083 -0.799031 7.069342 0.1 0.3 0.1 -0.36
Cl -0.788724 -5.922651 -3.380796 0.1 -0.1 -0.3 0.02
H -4.907115 -0.665394 -2.898668 0.0 1.7 1.3 0.21
Cl 2.607718 1.474539 -2.234544 -0.1 -0.3 -0.3 -0.10
H -2.217373 -3.208490 -3.888685 0.4 1.2 1.4 0.57
Cl 1.917659 -6.470050 -4.295005 -0.2 0.0 0.0 -0.13
H 1.321007 3.334798 4.757672 0.1 0.1 -0.2 0.28
C -0.564907 3.500404 -2.161759 0.1 0.0 -0.2 -0.65
C -0.474006 0.247467 1.003702 0.8 0.1 0.4 -1.10
C -0.608547 -1.356816 0.908143 -0.2 1.2 1.1 0.77
Cl -0.068954 -5.450072 -6.159275 0.0 -0.1 0.1 -0.12
C -1.349301 -6.416284 0.989067 0.0 -0.2 0.1 -0.13
H -1.197523 4.819854 0.453122 0.1 -1.5 0.9 0.32
H -2.346548 -4.294540 -1.860451 0.7 1.7 0.4 0.61
Cl 7.843153 0.971976 1.911820 0.1 -0.1 -0.1 -0.09
C -2.103740 -1.804621 0.602914 -0.8 -1.2 -1.8 0.75
C -4.824174 0.251412 -2.207559 0.6 3.4 2.4 -0.36
H 9.834582 5.879273 1.434734 0.0 -0.2 0.0 0.31
Cl 8.521355 -1.825315 1.492617 0.0 0.1 -0.1 -0.13
C -3.163435 2.053881 -0.930239 -3.9 -1.5 -0.7 0.76
O -5.159585 -2.883598 -0.807641 4.3 0.9 2.5 -0.60
H -3.393866 -0.815398 -4.834021 1.6 0.6 -1.0 0.18
Cl -3.446314 -3.347498 6.793961 0.0 0.0 -0.1 -0.19
Cl 3.620614 3.821953 4.721666 -0.2 0.0 -0.1 -0.13
Cl -4.569470 -4.525146 4.381560 0.1 0.1 0.0 -0.14
H -2.029928 -6.868885 1.708115 0.1 0.1 -0.1 0.37
Cl 1.823218 0.398710 9.177691 0.3 0.0 0.2 -0.11
C 8.587607 -0.194199 0.809744 0.0 0.0 0.1 0.02
C -0.419946 -1.950069 -3.499816 -0.4 0.7 0.9 -0.42
C -1.637527 0.451908 -7.672853 0.2 -1.9 5.5 -0.56
H -3.969920 -0.052928 -7.575340 1.5 -0.1 1.3 0.32
H -0.155830 3.535174 1.394661 -1.6 0.6 -0.7 -0.30
```
Forces are in eV/Å.

energy above the lowest of the compared OMol25 structures with the same formula, charge and spin	973.49	kJ/mol
HOMO energy	-7.844	eV
total charge	0
gap between HOMO and LUMO	6.37	eV

---

Number 1: E_tot -2207.5890 a.u.. Number 2: E_tot -2253.8081 a.u.. Number 3: E_tot -15854.7715 a.u..